C2H3N3O2 | ωB97M-V with the def2-TZVPD basis set

ORCA input file:
```
! wB97M-V def2-TZVPD RIJCOSX def2/J DEFGRID3
* xyz 0 1
C 1.161 -0.184 -0.070
C -1.152 -0.182 0.076
H 1.201 1.728 0.639
H -1.106 1.853 -0.525
H -0.065 -1.911 0.149
N 0.695 1.170 -0.075
N -0.713 1.153 0.105
N 0.003 -0.947 0.136
O 2.300 -0.570 -0.076
O -2.299 -0.568 -0.106
*
```

Results
Structure (SMILES) = O=c1[nH][nH]c(=O)[nH]1
ΔE to the lowest compared entry with this formula, charge and spin = 5.1 kcal per mole
LUMO level = 0.62 eV
Calculated total energy = -10688.236 eV
E_HOMO = -10.119 eV
Gap between HOMO and LUMO = 10.74 eV